Run A
Here is an isolated ion of composition C6H15N2 and charge +1 from the OMol25 dataset. Energies are from ωB97M-V with the def2-TZVPD basis set.

The charge is +1. The HOMO energy comes out at -13.051 eV. Its spin multiplicity is 1. For the LUMO energy, the calculation gives -0.1276 Ha. Its SMILES is [NH3+]CCN1CCCC1. As for the HOMO-LUMO gap: 9.6 eV.

Element x y z (Å)
N1 -2.12968 1.15757 -1.24990
C1 -2.23861 0.72171 0.12699
C2 -1.04148 -0.27198 0.50973
N2 0.17516 0.41479 0.02848
C3 1.20517 0.56740 1.11962
C4 2.17174 -0.65685 1.03613
C5 1.89215 -1.36633 -0.27228
C6 0.85118 -0.51662 -0.99388
H1 -1.17515 1.04372 -1.64502
H2 -2.70296 0.61917 -1.90806
H3 -2.46256 2.13549 -1.40501
H4 -3.22969 0.35065 0.39198
H5 -2.11722 1.52872 0.87075
H6 -1.06810 -0.45450 1.56135
H7 -1.25327 -1.19314 -0.05231
H8 0.62066 0.53215 2.07114
H9 1.65089 1.56930 1.01929
H10 3.18064 -0.30059 1.15213
H11 1.93450 -1.26666 1.93388
H12 1.55044 -2.40988 -0.30033
H13 2.86022 -1.37702 -0.87455
H14 0.02819 -1.02370 -1.48906
H15 1.29779 0.19661 -1.63105

Mulliken population analysis, charges in e, atoms 1 to 4:
1 N -0.178
2 C -0.757
3 C -0.563
4 N -0.200

Run B
Here is a 2-piece molecular cluster, C6H15N2 overall from the OMol25 dataset. Energies are from ωB97M-V with the def2-TZVPD basis set.

The charge is +1. The HOMO energy comes out at -13.428 eV. Its spin multiplicity is 1. For the LUMO energy, the calculation gives -0.1104 Ha. As for the HOMO-LUMO gap: 10.4 eV.

Element x y z (Å)
N1 -0.51753 1.33968 -1.50597
C1 0.69397 2.11040 -1.09399
C2 1.85921 1.46132 1.02302
C3 0.92153 2.15137 0.37973
H1 -0.43304 1.25174 -2.50370
H2 -1.33232 1.93857 -1.38085
H3 0.61082 3.12455 -1.49182
H4 1.57403 1.67046 -1.56565
H5 2.06695 1.52648 2.07848
H6 2.49526 0.83967 0.39670
H7 0.27653 2.78976 0.98198
C4 -0.48545 -1.29736 1.72491
C5 -0.55012 -1.88140 0.35402
C6 -0.00517 -2.99347 -0.09540
N2 -1.40414 -1.09163 -0.55623
H8 0.15776 -1.89824 2.36047
H9 -0.07888 -0.28357 1.69261
H10 -1.47625 -1.22042 2.17707
H11 -0.19401 -3.35240 -1.10084
H12 0.66141 -3.58918 0.50484
H13 -0.91060 -0.14944 -0.90803
H14 -2.25846 -0.79217 -0.10044
H15 -1.67152 -1.65474 -1.37090

Mulliken population analysis, charges in e, atoms 1 to 4:
1 N -0.761
2 C -0.711
3 C -0.883
4 C 0.057

Which structure is the least stable? The one labeled run A.

Run A
Here is an isolated ion of composition C6H15N2 and charge +1 from the OMol25 dataset. Energies are from ωB97M-V with the def2-TZVPD basis set.

The charge is +1. The HOMO energy comes out at -14.779 eV. Its spin multiplicity is 1. For the LUMO energy, the calculation gives -0.3177 Ha. As for the HOMO-LUMO gap: 6.1 eV.

Element x y z (Å)
C1 2.10647 -1.75398 0.64709
C2 2.20928 -0.24635 0.56921
C3 1.86483 0.33494 -0.82957
C4 0.76320 1.40436 -0.80310
C5 -0.66102 0.91836 -0.71106
N1 -0.88906 -0.16952 0.12445
C6 -2.19544 -0.66288 0.27349
N2 -3.31755 0.23022 0.65755
H1 2.31506 -2.12635 1.65571
H2 2.83434 -2.26838 0.02260
H3 1.07933 -2.08306 0.47288
H4 3.16766 0.10870 0.94422
H5 1.44486 0.18338 1.23348
H6 2.74129 0.77010 -1.30271
H7 1.56641 -0.48782 -1.49378
H8 0.85046 2.06363 -1.66989
H9 0.97434 2.09440 0.02653
H10 -1.36397 1.76297 -0.53865
H11 -1.00886 0.63784 -1.72743
H12 -2.17859 -1.46068 1.01431
H13 -2.45793 -1.13810 -0.69252
H14 -3.25962 1.09540 0.12545
H15 -3.16051 0.45603 1.63459

Mulliken population analysis, charges in e, atoms 1 to 4:
1 C -1.249
2 C -0.308
3 C -0.766
4 C -0.995

Run B
Here is a 2-piece molecular cluster, C6H15N2 overall from the OMol25 dataset. Energies are from ωB97M-V with the def2-TZVPD basis set.

The charge is +1. The HOMO energy comes out at -13.751 eV. Its spin multiplicity is 1. For the LUMO energy, the calculation gives -0.1372 Ha. As for the HOMO-LUMO gap: 10.0 eV.

Element x y z (Å)
C1 -0.60110 -1.94948 -2.03128
C2 -1.34199 -1.15152 -0.95369
C3 -0.98160 -1.48472 1.36813
N1 -0.52600 -1.06501 0.26239
H1 0.31532 -1.43449 -2.31530
H2 -0.35659 -2.94483 -1.66402
H3 -1.23081 -2.04969 -2.91145
H4 -1.52399 -0.13660 -1.31235
H5 -2.30118 -1.59092 -0.68716
H6 -0.32283 -1.44315 2.22824
H7 -2.01790 -1.78258 1.47888
H8 0.55494 -0.58969 0.18738
N2 1.77179 0.19275 -0.01775
C4 1.67897 1.46665 0.76447
C5 -0.60422 2.43936 1.18032
C6 0.43932 2.22516 0.39130
H9 2.68316 -0.21226 0.16492
H10 1.78572 0.44542 -1.00685
H11 2.55439 2.09467 0.59871
H12 1.64696 1.19871 1.82167
H13 -1.42433 3.06964 0.86912
H14 -0.65409 2.00177 2.17180
H15 0.45606 2.70081 -0.58748

Mulliken population analysis, charges in e, atoms 1 to 4:
1 C -1.074
2 C -0.401
3 C -0.188
4 N 0.156

Run C
Here is a 2-piece molecular cluster, C6H15N2 overall from the OMol25 dataset. Energies are from ωB97M-V with the def2-TZVPD basis set.

The charge is +1. The HOMO energy comes out at -10.972 eV. Its spin multiplicity is 1. For the LUMO energy, the calculation gives -0.1358 Ha. As for the HOMO-LUMO gap: 7.3 eV.

Element x y z (Å)
C1 -0.23105 -1.66817 -3.07044
C2 0.61840 -0.83322 -2.47387
N1 0.25788 0.25896 -1.67750
C3 1.13397 1.42717 -1.71923
H1 -1.29891 -1.50085 -3.01335
H2 0.15363 -2.51414 -3.61260
H3 1.68215 -1.01155 -2.56075
H4 -0.70791 0.52165 -1.82394
H5 0.90638 2.08294 -0.87728
H6 2.16382 1.09617 -1.59382
H7 1.04613 2.01284 -2.63457
C4 -1.67010 0.57341 1.57568
C5 -0.40477 -0.13616 1.90697
C6 0.19368 -1.14069 1.30355
N2 0.19306 0.32857 3.20549
H8 -1.94091 0.36363 0.54554
H9 -2.48470 0.23077 2.21399
H10 -1.57044 1.65079 1.69983
H11 1.04252 -1.66162 1.72759
H12 -0.10799 -1.42592 0.30334
H13 -0.45565 0.20738 3.99187
H14 0.43030 1.32588 3.16765
H15 1.05051 -0.18783 3.41583

Mulliken population analysis, charges in e, atoms 1 to 4:
1 C -0.819
2 C 0.027
3 N -0.090
4 C -1.001

Which structure is the least stable? The one labeled run A.

Run A
Here is a 2-piece molecular cluster, C6H15N2 overall from the OMol25 dataset. Energies are from ωB97M-V with the def2-TZVPD basis set.

The charge is +1. The HOMO energy comes out at -12.968 eV. Its spin multiplicity is 1. For the LUMO energy, the calculation gives -0.1151 Ha. As for the HOMO-LUMO gap: 9.8 eV.

Element x y z (Å)
C1 1.54080 -0.21394 -2.25865
C2 0.11417 0.25328 -2.23998
C3 -0.89775 -0.57143 -1.96301
C4 -0.10534 1.70072 -2.56622
H1 1.97281 -0.11272 -3.25726
H2 1.64301 -1.26051 -1.96808
H3 2.15698 0.41744 -1.60934
H4 -1.90734 -0.18395 -1.89945
H5 -0.77287 -1.64909 -1.92402
H6 -1.15405 1.96874 -2.46010
H7 0.19831 1.88672 -3.59638
H8 0.51255 2.34932 -1.94349
C5 -0.57137 0.10694 2.64370
C6 0.10976 -0.81166 1.96274
N1 0.86639 -0.42534 0.75556
N2 -1.31711 -0.14980 3.76650
H9 -0.50957 1.15831 2.38575
H10 0.08007 -1.86734 2.17193
H11 0.23411 -0.46209 -0.07472
H12 1.23803 0.52160 0.83154
H13 1.65114 -1.05201 0.57820
H14 -1.62430 -1.10717 3.87987
H15 -2.10583 0.46964 3.89774

Mulliken population analysis, charges in e, atoms 1 to 4:
1 C -1.125
2 C 0.895
3 C -1.070
4 C -1.272

Run B
Here is a 2-piece molecular cluster, C6H15N2 overall from the OMol25 dataset. Energies are from ωB97M-V with the def2-TZVPD basis set.

The charge is +1. The HOMO energy comes out at -13.186 eV. Its spin multiplicity is 1. For the LUMO energy, the calculation gives -0.2871 Ha. As for the HOMO-LUMO gap: 5.4 eV.

Element x y z (Å)
N1 -2.44674 1.03241 -1.95558
C1 -0.28873 -0.27567 0.00117
C2 0.42153 -1.48159 -0.66248
C3 1.81355 -1.22039 -0.70180
C4 2.84159 -2.05986 -0.42761
C5 -0.04654 -0.07163 1.51948
N2 -0.12137 1.30748 2.04478
C6 -0.45601 2.18914 1.01893
H1 -1.91920 0.17729 -1.65892
H2 -3.44756 0.88190 -1.66962
H3 -2.44887 1.36417 -2.94690
H4 -1.30124 -0.38370 -0.10031
H5 0.13031 -1.59952 -1.72612
H6 0.10721 -2.46371 -0.24675
H7 2.00358 -0.12467 -0.65258
H8 3.84519 -2.13148 -0.74483
H9 2.33338 -2.82529 0.13316
H10 -0.73807 -0.61807 2.12194
H11 0.96580 -0.48473 1.88894
H12 0.65205 1.55817 2.55011
H13 0.26015 2.12369 0.23214
H14 -1.31628 1.84506 0.60598
H15 -0.84373 3.26100 1.37685

Mulliken population analysis, charges in e, atoms 1 to 4:
1 N -0.557
2 C -0.695
3 C -0.518
4 C -0.465

Which structure is the least stable? The one labeled run B.

Run A
Here is a 3-piece molecular cluster, C6H14O2 overall from the OMol25 dataset. Energies are from ωB97M-V with the def2-TZVPD basis set.

The charge is -1. The HOMO energy (alpha / beta) comes out at 0.768 / -5.830 eV. Its spin multiplicity is 2. For the LUMO energy (alpha / beta), the calculation gives 0.1273 / 0.1227 Ha. As for the HOMO-LUMO gap (alpha / beta): 2.7 / 9.2 eV.

Element x y z (Å)
C1 -0.36203 0.75278 -0.10117
C2 1.07396 0.69001 -0.58237
C3 1.72342 -0.47444 -0.67154
C4 1.06887 -1.79804 -0.66256
C5 1.37021 -2.73921 0.22966
C6 1.57901 2.02081 -1.06657
H1 -0.43957 1.48977 0.68946
H2 -0.64827 -0.15871 0.41422
H3 -1.01711 0.83176 -0.96928
H4 2.76670 -0.37824 -0.96563
H5 0.16740 -1.87076 -1.25738
H6 2.18141 -2.49156 0.91448
H7 0.94628 -3.72071 0.35619
H8 2.09849 2.52914 -0.23027
H9 0.77283 2.67219 -1.38526
H10 2.42060 1.88073 -1.74403
H11 -2.95697 -1.92275 0.10610
H12 -1.98170 -1.22210 1.10574
O1 -2.33758 -2.07794 0.83592
H13 -2.47071 2.67501 1.50194
H14 -3.44355 1.61325 1.87796
O2 -2.51168 1.69900 1.60437

Mulliken population analysis, charges in e, atoms 1 to 4:
1 C -2.307
2 C 1.706
3 C -0.682
4 C 0.115

Run B
Here is a 3-piece molecular cluster, C6H14O2 overall from the OMol25 dataset. Energies are from ωB97M-V with the def2-TZVPD basis set.

The charge is -1. The HOMO energy (alpha / beta) comes out at 0.512 / -2.615 eV. Its spin multiplicity is 2. For the LUMO energy (alpha / beta), the calculation gives 0.1345 / 0.1307 Ha. As for the HOMO-LUMO gap (alpha / beta): 3.1 / 6.2 eV.

Element x y z (Å)
C1 0.57100 1.62450 -2.04450
C2 1.15716 0.96529 -0.76784
C3 2.48469 0.61937 -0.67810
C4 -0.93573 0.17623 2.32495
C5 0.08137 -0.02203 1.28223
C6 0.15352 0.84863 0.24474
H1 -0.48206 1.89044 -1.72201
H2 0.92169 2.54550 -2.33599
H3 0.45848 0.82418 -2.73394
H4 3.11828 1.01508 -1.40944
H5 3.06450 0.03315 0.04514
H6 -0.97489 1.17628 2.78339
H7 -0.81100 -0.49716 3.21466
H8 -1.93470 0.08014 1.76489
H9 0.68038 -0.89746 1.40528
H10 -0.77725 1.49619 0.19143
H11 -1.55548 -0.99573 -0.07214
H12 -2.62796 -0.60181 -1.11751
O1 -2.11364 -0.24869 -0.44588
H13 -0.31863 -3.84477 -0.17316
H14 0.15400 -2.67186 0.88286
O2 -0.38479 -2.85432 0.08434

Mulliken population analysis, charges in e, atoms 1 to 4:
1 C -1.235
2 C 0.585
3 C -1.181
4 C -1.028

Run C
Here is a 4-piece molecular cluster, C6H14O2 overall from the OMol25 dataset. Energies are from ωB97M-V with the def2-TZVPD basis set.

The charge is -1. The HOMO energy (alpha / beta) comes out at -2.845 / -2.847 eV. Its spin multiplicity is 2. For the LUMO energy (alpha / beta), the calculation gives 0.1329 / 0.1199 Ha. As for the HOMO-LUMO gap (alpha / beta): 6.5 / 6.1 eV.

Element x y z (Å)
C1 2.59670 -0.74312 -0.38538
C2 2.81624 -2.03163 -0.61348
C3 1.31507 -0.02613 0.02019
C4 0.08088 -0.87127 -0.01217
C5 -1.00539 -0.42869 -0.78644
C6 -2.09805 -1.13356 -1.11477
H1 3.47761 -0.16362 -0.47324
H2 3.72592 -2.30552 -1.06606
H3 2.02788 -2.74387 -0.64151
H4 1.19832 0.79101 -0.70270
H5 1.43646 0.57170 0.98962
H6 0.06521 -1.75988 0.71026
H7 -0.90144 0.59098 -1.19194
H8 -2.13822 2.90609 0.29424
H9 -2.18221 -2.03283 -0.54392
H10 -2.73946 -1.00211 -1.85036
H11 -2.63999 0.46817 0.68256
H12 -2.52421 1.28772 1.78197
O1 -2.47155 0.32222 1.57899
H13 0.24006 3.24090 1.66513
H14 -0.69190 2.57418 0.66078
O2 0.41208 2.48927 0.99823

Mulliken population analysis, charges in e, atoms 1 to 4:
1 C -0.242
2 C -0.844
3 C -0.438
4 C -0.033

Which structure is the least stable? The one labeled run C.